#a
Computed, not measured: C9H12NO2 as an isolated structure, with ωB97M-V/def2-TZVPD.

Computed properties:
- Kohn-Sham gap (eV) = 8.170
- net charge = +1

XYZ file:
```
24
C9H12NO2 | the OMol25 dataset | ωB97M-V/def2-TZVPD
C -3.59185 0.87451 -0.06341
C -3.67821 -0.48132 0.34727
C -2.32897 1.39795 -0.37140
C -2.60231 -1.30885 0.41303
C -1.28903 0.54364 -0.35200
C -1.32569 -0.79332 0.03319
C 0.90960 -0.05167 -0.65631
C 1.59879 -0.69266 -1.83898
C 1.90211 0.43826 1.82521
N 1.97485 0.03051 0.44567
O 0.07361 0.91202 -0.73962
O -0.13802 -1.39777 0.16254
H -4.46866 1.57974 0.25527
H -4.65090 -0.88313 0.56634
H -2.19443 2.45812 -0.79010
H -2.66315 -2.30896 0.59313
H 2.32198 -1.30941 -1.53688
H 2.05410 0.07327 -2.61626
H 0.78962 -1.26302 -2.42566
H 1.35918 -0.22758 2.47814
H 2.87818 0.44823 2.31194
H 1.37564 1.39338 1.82251
H 2.30006 -0.87718 0.38234
H 2.77494 0.48416 -0.00215
```

Löwdin population analysis, charges in e, atoms 1 to 4: -0.062 -0.075 -0.023 0.018

=====

#b
Computed, not measured: C9H12NO2 as an isolated structure, with ωB97M-V/def2-TZVPD.

Computed properties:
- Kohn-Sham gap (spin up / spin down) (eV) = 8.020 / 8.125
- net charge = +1

XYZ file:
```
24
C9H12NO2 | the OMol25 dataset | ωB97M-V/def2-TZVPD
C -1.27367 -0.40838 1.80377
C -0.62067 1.66116 1.30004
C 1.72109 1.05645 0.21546
C -0.17710 -0.66765 0.72452
C -0.36802 0.36655 -1.01600
C 2.09031 0.94205 -1.13257
C 0.27623 0.76524 0.34186
C 0.97656 0.52443 -1.92126
C -0.13868 -2.13838 -1.34957
N -0.77766 -0.97923 -0.58210
O -1.71257 0.82326 1.42701
O 1.23660 1.82375 -2.04159
H -2.03867 -1.14947 1.66666
H -0.93249 -0.37716 2.84481
H -0.02788 2.02648 2.19618
H -1.04039 2.67743 0.84278
H 2.34709 1.24717 1.14605
H 0.52144 -1.46075 1.06905
H -1.14360 1.03951 -1.25238
H 3.13243 0.80459 -1.44955
H -0.67102 -2.27865 -2.33055
H 0.99901 -2.26102 -1.37118
H -0.44223 -2.96831 -0.65906
H -1.93611 -1.06908 -0.47237
```

Löwdin population analysis, charges in e, atoms 1 to 4: -0.132 -0.102 0.091 -0.150

=====

Quick look at relative energies in hartree: #a 0.0000; #b 0.1460.

=====

#a
Computed, not measured: C24H19BrClHgN5O3 as an isolated structure, with ωB97M-V/def2-TZVPD.

Computed properties:
- Kohn-Sham gap (spin up / spin down) (eV) = 4.899 / 5.809
- net charge = -1
- spin multiplicity = 2

XYZ file:
```
54
C24H19BrClHgN5O3 | the OMol25 dataset | ωB97M-V/def2-TZVPD
Hg 0.36537 0.13301 0.21330
C -0.09654 1.50135 -5.34615
C -1.32049 1.58743 -4.68497
C -1.37754 1.76657 -3.31290
C -0.20526 1.87601 -2.54026
C 1.01735 1.81690 -3.22732
C 1.07029 1.61874 -4.60093
N -0.22136 1.93320 -1.15817
C -1.10048 2.77555 -0.51328
C -1.54808 3.98474 -1.07799
C -2.38659 4.85184 -0.39447
C -2.81604 4.55261 0.89749
C -2.40773 3.37084 1.48886
C -1.56981 2.47385 0.81272
N -1.18359 1.26632 1.33082
N -1.66734 0.84445 2.47050
C -1.34548 -0.45023 2.74795
C -1.74176 -0.96252 4.00896
C -1.45950 -2.25834 4.33848
C -0.77411 -3.07581 3.42517
C -0.40761 -2.51757 2.22316
N -0.68792 -1.25663 1.87319
H -0.05556 1.34720 -6.41766
H -2.24292 1.49453 -5.24842
H -2.33541 1.80978 -2.80632
H 1.92752 1.92436 -2.64855
H 2.03315 1.56814 -5.09882
H -1.20899 4.23556 -2.07567
H -2.69980 5.77572 -0.86832
H -3.46583 5.23703 1.42998
H -2.73119 3.09581 2.48509
H -2.25840 -0.29067 4.68202
H -1.75432 -2.65178 5.30457
H -0.51867 -4.10184 3.65394
H 0.15245 -3.09092 1.49311
O 3.65209 -1.95616 -5.05144
C 2.98573 -1.57936 -3.93341
C 3.60520 -0.92241 -2.87661
C 2.83711 -0.57297 -1.78618
N 1.53392 -0.83701 -1.70869
C 0.97020 -1.46721 -2.71675
Br -0.88270 -1.79909 -2.55414
C 1.63456 -1.86961 -3.85916
H 4.57431 -1.69022 -4.97536
H 4.66248 -0.68556 -2.90773
H 3.26195 -0.06118 -0.92895
H 1.12679 -2.37342 -4.66818
Cl 2.97618 -1.33891 4.28371
C 3.83929 -0.98604 2.75136
C 2.81826 -0.84167 1.62040
O 2.52747 -1.85549 0.97162
O 2.38455 0.34104 1.43428
H 4.50121 -1.82227 2.55669
H 4.39045 -0.06288 2.89883
```

Löwdin population analysis, charges in e, atoms 1 to 4: 1.176 -0.132 -0.116 -0.070

=====

#b
Computed, not measured: C24H19BrClHgN5O3 as an isolated structure, with ωB97M-V/def2-TZVPD.

Computed properties:
- Kohn-Sham gap (spin up / spin down) (eV) = 4.804 / 5.765
- net charge = -1
- spin multiplicity = 2

XYZ file:
```
54
C24H19BrClHgN5O3 | the OMol25 dataset | ωB97M-V/def2-TZVPD
Hg -0.16968 -0.56914 -0.00214
C -2.70677 -0.40216 5.07840
C -2.89243 0.61575 4.15112
C -1.92208 0.88396 3.19240
C -0.74052 0.13642 3.12237
C -0.56954 -0.89007 4.06337
C -1.53386 -1.15050 5.02449
N 0.15666 0.36786 2.08420
C 1.47656 0.61383 2.32969
C 1.99864 0.91211 3.60379
C 3.32820 1.26498 3.79134
C 4.21215 1.33514 2.71822
C 3.74296 1.04110 1.44718
C 2.41252 0.67483 1.23329
N 1.90512 0.35689 0.00098
N 2.59687 0.56137 -1.08937
C 1.90277 0.26037 -2.21970
C 2.57114 0.45688 -3.46014
C 1.92004 0.22098 -4.63447
C 0.58338 -0.22820 -4.62125
C 0.00061 -0.41562 -3.39225
N 0.62024 -0.18394 -2.22846
H -3.46179 -0.61420 5.82536
H -3.79737 1.21323 4.17678
H -2.05739 1.68439 2.47230
H 0.32746 -1.49508 4.00674
H -1.37694 -1.95877 5.73014
H 1.32839 0.89100 4.45344
H 3.67690 1.49591 4.79221
H 5.24735 1.61385 2.87302
H 4.39240 1.07885 0.58216
H 3.59568 0.80364 -3.42459
H 2.43312 0.37850 -5.57681
H 0.03324 -0.42882 -5.52959
H -1.01584 -0.78665 -3.30518
O -6.12731 2.31835 0.16075
C -4.92919 1.68899 0.04662
C -4.78637 0.31476 0.16147
C -3.52148 -0.22392 0.03186
N -2.43529 0.52591 -0.19188
C -2.59974 1.82786 -0.29803
Br -1.04654 2.86440 -0.58410
C -3.81806 2.47658 -0.19634
H -6.81185 1.66590 0.35007
H -5.63656 -0.32884 0.35307
H -3.34695 -1.28997 0.09328
H -3.90078 3.54846 -0.28990
Cl -2.07225 -5.44507 0.98447
C -1.31651 -4.77654 -0.50840
C -1.10242 -3.27338 -0.40172
O -1.80316 -2.53159 -1.11537
O -0.19512 -2.89200 0.38094
H -1.98383 -5.00254 -1.33136
H -0.36158 -5.27838 -0.62865
```

Löwdin population analysis, charges in e, atoms 1 to 4: 1.169 -0.130 -0.113 -0.046

=====

Quick look at relative energies in hartree: #a 0.0042; #b 0.0000.

=====

#a
Computed, not measured: a 2-piece molecular cluster, C3H9OP overall, with ωB97M-V/def2-TZVPD.

Computed properties:
- Kohn-Sham gap (spin up / spin down) (eV) = 8.347 / 8.100

XYZ file:
```
14
C3H9OP | the OMol25 dataset | ωB97M-V/def2-TZVPD
C 1.20241 0.90638 -0.00527
C 1.35277 -0.45833 0.53522
C -1.38019 0.47396 -0.82185
O 1.27850 -1.45886 -0.44976
P -2.23027 -0.46833 0.38072
H 1.05542 1.72206 0.67658
H 1.57063 1.11466 -0.98963
H 2.32327 -0.60962 1.02618
H 0.58414 -0.63963 1.31618
H -1.62479 1.52536 -0.86169
H -1.24064 0.02707 -1.79501
H 0.50504 -1.26938 -0.99685
H -1.85678 0.24723 1.51616
H -1.32219 -1.49746 0.58450
```

Löwdin population analysis, charges in e, atoms 1 to 4: 0.040 -0.395 -0.398 -0.092

=====

#b
Computed, not measured: C3H9OP as an isolated structure, with ωB97M-V/def2-TZVPD.

Computed properties:
- Kohn-Sham gap (eV) = 10.327

XYZ file:
```
14
C3H9OP | the OMol25 dataset | ωB97M-V/def2-TZVPD
C -1.39821 0.12036 1.01782
C 0.44530 -0.66294 -0.75975
C -0.74300 0.22542 -0.36390
O 0.19353 1.81965 -0.25208
P 1.91023 -0.52856 0.55129
H -1.82246 1.02166 1.49120
H -0.75966 -0.25087 1.72262
H -2.10269 -0.73217 0.92106
H 0.85851 -0.22907 -1.63849
H 0.29252 -1.67187 -0.90799
H -1.57015 0.20864 -1.14662
H -0.38708 2.52375 -0.41842
H 2.81841 0.09859 -0.30728
H 2.26474 -1.94257 0.09054
```

Löwdin population analysis, charges in e, atoms 1 to 4: -0.101 -0.419 -0.240 -0.179

=====

Quick look at relative energies in hartree: #a 0.0514; #b 0.0000.

=====

#a
Computed, not measured: C3H7IN as an isolated structure, with ωB97M-V/def2-TZVPD.

Computed properties:
- Kohn-Sham gap (spin up / spin down) (eV) = 6.570 / 6.775
- net charge = +1

XYZ file:
```
12
C3H7IN | the OMol25 dataset | ωB97M-V/def2-TZVPD
C 1.75105 2.07150 0.20192
C 0.60111 1.37013 0.47702
C -0.10528 0.77798 -0.56711
N -1.50309 -2.50057 0.00855
I -1.96308 0.06714 -0.38877
H 2.29139 2.31116 1.09732
H 2.12755 1.96462 -0.78358
H 0.36974 1.37939 1.51286
H 0.40990 0.63772 -1.46296
H -0.53950 -2.22531 0.42175
H -1.94354 -3.22151 0.45703
H -1.49626 -2.63227 -0.97406
```

Löwdin population analysis, charges in e, atoms 1 to 4: 0.159 -0.266 -0.562 -0.107

=====

#b
Computed, not measured: a 2-piece molecular cluster, C3H7IN overall, with ωB97M-V/def2-TZVPD.

Computed properties:
- Kohn-Sham gap (eV) = 9.017
- net charge = +1

XYZ file:
```
12
C3H7IN | the OMol25 dataset | ωB97M-V/def2-TZVPD
C -1.64731 -0.53006 -0.48932
C -0.05577 0.85630 0.59402
C 0.73934 -1.06864 -0.69479
N -0.40512 -0.28462 -0.22076
I -2.67461 -1.99098 -1.51657
H -2.70752 0.82855 0.24909
H -0.97115 1.17484 1.01330
H 0.59559 1.48513 0.04865
H 0.37677 0.46270 1.44231
H 0.36107 -1.56240 -1.57243
H 1.19858 -1.55780 0.03289
H 1.49443 -0.47166 -1.19202
```

Löwdin population analysis, charges in e, atoms 1 to 4: -0.593 -0.006 0.015 -0.267

=====

Quick look at relative energies in hartree: #a 0.0000; #b 0.0505.